139
Properties=species:S:1:pos:R:3:forces:R:3 method="wB97M-V/def2-TZVPD" s2=2.01 multiplicity=3 gap_ev="7.7 / 8.5" e_tot_ha=-4483.01872 charge=+1
C 1.45667 4.16473 3.44593 -0.43 -0.39 0.17
C 2.39266 2.91808 3.39227 1.02 0.39 0.63
O 3.53168 3.05660 3.74304 -0.45 -0.14 -0.03
O 1.99683 1.63995 3.00533 -1.15 1.74 -0.50
C 1.19060 1.67307 1.78459 0.31 -1.09 -0.26
C 0.73061 0.18242 1.54173 0.32 0.51 -0.41
C -0.75410 0.07044 0.96071 2.09 0.29 -0.23
C -1.29475 -1.35739 1.27742 -0.23 0.27 -0.84
C -2.78685 -1.55904 1.80381 0.60 -1.82 -0.01
S -2.58093 -3.21844 2.70540 -0.10 -0.27 0.71
O -3.72624 -1.96794 0.77915 -0.23 1.30 0.53
C -4.64427 -0.96842 0.36022 -0.11 -1.08 -1.25
P -3.68017 0.24633 -0.73047 1.88 1.44 -0.77
O -2.55321 -0.74090 -1.50786 -1.64 0.50 0.75
Cl -4.86282 0.87594 -2.37472 0.10 -0.81 0.86
C -5.53212 -0.33641 1.53936 -1.90 -0.84 -1.80
S -7.01471 -1.50420 1.38610 0.12 -0.43 0.33
C -6.09429 0.99969 0.97935 0.36 1.49 -0.72
C -7.32258 1.76758 1.51163 -1.89 2.68 1.56
C -8.68832 1.32878 1.72622 -0.01 0.68 0.18
C -9.77675 2.18765 2.20241 2.22 0.52 -0.36
C -9.53504 3.58765 2.48146 0.40 -1.30 -0.66
C -10.70054 4.46845 3.01423 1.03 -0.11 0.38
C -8.18999 4.08996 2.23548 -0.60 -1.44 -0.19
C -7.14613 3.21719 1.77564 -0.67 -0.71 0.08
N -4.83979 -0.38311 2.91195 0.03 -0.78 1.45
C -5.28128 0.76060 3.80169 -0.45 1.58 0.44
C -4.71269 2.18967 3.51517 -0.44 0.23 0.42
N -4.99827 3.12501 4.33091 0.15 -1.03 -0.52
C -5.31121 -1.59726 3.71141 -0.29 -1.60 1.03
C -4.62680 -1.96230 5.06440 0.42 -0.10 1.90
O -5.67815 -2.55666 5.90563 0.43 -0.55 -1.05
C -5.53878 -3.95155 5.95876 -1.57 -1.32 -0.54
C -6.62450 -4.76411 5.15811 -0.26 1.02 0.76
O -4.69984 -4.52049 6.58444 0.23 0.84 -0.13
C -3.32243 -0.39338 2.70537 1.93 1.08 -2.36
P -2.26975 0.11072 4.17049 -0.66 0.47 1.95
C -1.03003 -1.09930 4.78245 0.63 -1.36 0.05
C -1.42749 1.76359 3.96826 -0.21 0.76 -0.23
H 1.75657 4.86340 2.62615 -0.47 -0.68 0.52
H 0.36433 3.91112 3.42890 0.99 0.34 -0.29
H 1.64885 4.71526 4.40535 0.05 -0.75 -0.88
H 1.89295 2.03900 0.98413 -1.01 -0.28 0.51
H 0.29667 2.33483 1.88430 0.83 -0.31 -0.04
H 0.85546 -0.35407 2.51341 -0.31 0.48 -0.65
H 1.45991 -0.29561 0.82931 -0.83 0.30 0.64
H -0.60967 0.22028 -0.14473 -0.47 -0.17 1.04
H -1.28543 0.97192 1.33524 -0.16 -0.90 -0.15
H -0.55665 -1.86303 1.95451 -1.06 0.58 -0.37
H -1.24985 -1.97058 0.33257 -0.18 0.54 0.94
H -3.02951 -4.19473 1.85819 -0.02 1.07 -0.11
H -5.30550 -1.49393 -0.39329 0.27 0.41 1.17
H -1.87045 -0.16202 -1.89321 -0.27 -0.23 0.17
H -7.85659 -1.23948 2.43532 0.73 0.24 -0.41
H -6.35079 0.79935 -0.10309 0.46 -0.17 1.10
H -5.25577 1.75766 0.91448 -0.79 -0.71 0.09
H -8.96387 0.28243 1.50376 0.16 0.86 0.11
H -10.78332 1.72470 2.34071 1.01 0.57 -0.15
H -11.68653 3.95006 2.95582 0.84 0.47 -0.21
H -10.49701 4.65276 4.10155 -0.25 -0.04 -0.84
H -10.70824 5.46642 2.51021 -0.18 -0.90 0.33
H -7.97697 5.17271 2.40760 -0.12 -1.11 -0.19
H -6.13992 3.68073 1.61512 -1.01 -0.51 0.12
H -5.00889 0.61536 4.87399 0.14 -0.60 -1.10
H -6.40892 0.78110 3.81673 1.09 0.05 -0.58
H -4.07544 2.45314 2.63627 -0.54 -0.47 0.65
H -5.60047 2.74597 5.08146 0.22 0.42 -0.14
H -6.36657 -1.38252 4.02619 1.01 -0.32 -0.63
H -5.22549 -2.54688 3.12511 -0.32 1.26 0.04
H -4.21429 -1.14163 5.69278 -0.35 -0.32 -0.85
H -3.84435 -2.75997 5.03989 -0.40 1.00 -0.67
H -6.53337 -4.55620 4.06467 0.07 -0.37 0.79
H -7.65321 -4.41440 5.45574 1.02 -0.23 -0.24
H -6.52924 -5.83516 5.43908 0.08 0.81 -0.52
H -3.19940 0.51933 2.03657 -0.01 -0.94 0.55
H -0.22835 -1.44782 4.08873 -0.65 0.40 0.36
H -0.50573 -0.70026 5.69564 -0.76 0.04 -0.93
H -1.56742 -2.02482 5.13396 0.43 0.95 -0.35
H -0.32355 1.69484 4.11889 -0.81 -0.12 -0.43
H -1.69047 2.28825 3.00757 0.47 -0.62 0.82
H -1.82896 2.43432 4.77796 0.31 -0.78 -0.70
C 2.91270 -4.63477 -2.90413 0.28 -0.05 -0.21
C 1.79275 -3.59990 -2.62070 0.45 -2.14 -0.12
C 0.92662 -3.38998 -3.87762 -0.05 0.53 -0.22
C 1.56866 -2.50721 -4.94461 0.04 -0.03 0.02
C 2.07362 -1.20212 -4.33888 -0.45 -0.28 -0.02
C 3.01413 -1.43067 -3.14720 2.01 0.60 -0.82
N 2.41312 -2.33559 -2.12178 -3.14 1.63 -0.29
O 1.48739 -1.65293 -1.46937 1.02 -0.53 0.23
C 4.35253 -2.00521 -3.66016 0.01 -0.38 -0.17
C 3.41195 -0.06910 -2.55274 -0.54 0.08 0.48
C 0.90512 -4.27989 -1.56032 -0.18 0.64 0.40
H 3.80527 -4.43360 -2.30866 -0.06 0.09 -0.07
H 2.60293 -5.64863 -2.64339 -0.19 0.14 -0.02
H 3.19811 -4.66930 -3.95633 0.07 0.09 0.06
H -0.02766 -2.93220 -3.59266 0.08 0.01 0.18
H 0.67798 -4.35905 -4.32007 0.09 -0.06 0.24
H 2.38281 -3.03994 -5.44377 0.02 0.03 0.04
H 0.83249 -2.28533 -5.72182 0.04 -0.05 0.02
H 2.58246 -0.61865 -5.11086 0.17 0.01 0.21
H 1.21129 -0.60167 -4.02583 0.06 -0.04 0.17
H 5.02261 -2.23905 -2.82978 -0.07 0.02 -0.01
H 4.86143 -1.27911 -4.29764 -0.14 0.15 0.16
H 4.23992 -2.89895 -4.27058 -0.03 -0.04 0.12
H 2.54884 0.52370 -2.24038 -0.03 -0.20 0.06
H 3.94767 0.53172 -3.29006 0.05 -0.28 -0.07
H 4.06895 -0.19324 -1.68915 -0.02 -0.04 -0.03
H 1.44976 -4.43711 -0.62587 0.02 0.04 -0.05
H 0.56537 -5.25503 -1.91576 0.23 0.10 -0.18
H 0.00187 -3.70629 -1.34013 0.17 0.12 0.02
C 9.16353 0.13434 -6.01657 0.35 -0.07 0.06
C 8.04233 1.08503 -5.52128 0.85 -0.97 -1.74
C 8.43439 2.55322 -5.77462 0.00 0.36 0.42
C 9.44641 3.11524 -4.78002 0.03 -0.07 -0.01
C 9.00238 2.85127 -3.34538 -0.21 0.24 -0.40
C 8.70923 1.36708 -3.08337 1.70 -0.57 1.26
N 7.75928 0.79619 -4.08305 -2.06 2.79 0.19
O 6.54939 1.25386 -3.80110 0.71 -1.11 -0.05
C 10.03765 0.57946 -3.08657 0.19 -0.06 -0.35
C 8.19483 1.20341 -1.64199 -0.73 0.07 -0.17
C 6.84216 0.76685 -6.43364 -0.56 0.13 0.54
H 9.20389 -0.78187 -5.42404 -0.01 0.11 0.06
H 8.99817 -0.18467 -7.04748 -0.12 0.20 0.05
H 10.14946 0.60116 -6.00131 -0.02 -0.06 0.11
H 7.53912 3.18337 -5.73462 -0.08 -0.17 0.06
H 8.83458 2.65862 -6.78733 -0.11 -0.24 0.00
H 10.43804 2.69032 -4.96042 -0.03 -0.03 0.03
H 9.54727 4.19248 -4.93590 0.02 -0.06 -0.03
H 9.77363 3.20824 -2.65716 -0.05 -0.24 0.08
H 8.10996 3.45174 -3.13624 -0.08 -0.18 -0.01
H 9.85866 -0.49149 -2.96589 -0.04 0.06 -0.03
H 10.67543 0.90072 -2.26070 -0.21 0.07 0.05
H 10.63189 0.72715 -3.98568 -0.09 -0.07 -0.03
H 7.30437 1.80272 -1.44319 0.00 -0.11 -0.17
H 8.95231 1.52690 -0.92541 0.12 -0.02 -0.25
H 7.95766 0.15944 -1.42495 -0.01 0.02 -0.07
H 6.49096 -0.25802 -6.28742 0.05 0.03 0.04
H 7.12163 0.87628 -7.48372 0.26 -0.01 0.17
H 6.00194 1.44495 -6.27165 0.06 -0.11 0.20